54
Properties=species:S:1:pos:R:3:forces:R:3 method="wB97M-V/def2-TZVPD" smiles="CC(C)CC1=CC(=O)C=CC1=O.O=S1(=O)CCCC1.O=S1(=O)CCCC1" de_lowest_ev=0.000 charge=0 e_homo_ha=-0.381 orbital_gap_ha=0.32894 energy_ha=-1950.43176
C -0.460 4.752 -1.374 -0.16 -0.34 0.14
C -0.312 3.391 -2.062 0.04 0.25 0.02
C -0.761 3.455 -3.538 0.12 -0.04 0.32
C -1.068 2.260 -1.345 0.09 -0.40 -0.02
C -0.740 2.142 0.112 -0.09 0.10 0.03
C -1.309 2.821 1.113 0.00 -0.10 -0.29
C -0.874 2.569 2.506 -0.04 -0.03 0.07
O -1.624 2.630 3.456 0.11 0.28 -0.04
C 0.554 2.161 2.662 0.02 0.11 -0.01
C 1.127 1.473 1.683 0.09 0.10 0.21
C 0.307 1.140 0.491 0.03 0.18 -0.05
O 0.446 0.107 -0.121 0.24 -0.20 -0.14
H -1.506 4.932 -1.114 -0.05 0.14 -0.13
H 0.107 4.799 -0.445 0.05 0.05 0.00
H -0.119 5.547 -2.033 0.04 0.08 0.02
H 0.749 3.128 -2.027 0.03 -0.03 -0.08
H -1.139 4.447 -3.778 -0.03 0.03 -0.08
H -1.559 2.740 -3.730 0.00 -0.06 -0.13
H 0.073 3.233 -4.198 -0.05 -0.03 -0.13
H -2.145 2.341 -1.503 -0.04 0.26 0.10
H -0.756 1.325 -1.815 -0.11 -0.04 -0.05
H -2.110 3.525 0.933 -0.16 -0.08 0.15
H 1.051 2.425 3.585 -0.03 -0.14 0.10
H 2.147 1.115 1.734 -0.03 -0.19 -0.01
O -2.912 -3.834 4.807 0.00 -0.05 0.04
S -1.621 -3.319 4.424 0.07 0.02 -0.02
O -0.414 -3.944 4.902 -0.04 -0.05 0.04
C -1.568 -3.178 2.639 -0.03 0.11 -0.17
C -2.101 -1.778 2.358 0.00 0.02 0.04
C -1.448 -0.862 3.402 0.01 -0.07 -0.05
C -1.577 -1.553 4.765 0.03 0.24 -0.08
H -2.162 -3.980 2.208 0.00 -0.05 0.08
H -0.525 -3.278 2.338 0.01 -0.01 0.02
H -1.868 -1.463 1.341 0.00 0.01 0.00
H -3.187 -1.762 2.476 0.00 -0.02 -0.01
H -0.392 -0.728 3.157 0.00 -0.03 -0.01
H -1.908 0.123 3.420 -0.02 0.01 0.05
H -0.737 -1.354 5.425 -0.01 -0.07 0.05
H -2.508 -1.298 5.267 -0.03 -0.08 -0.01
O 3.928 -1.162 -4.184 0.02 0.06 -0.04
S 2.654 -1.162 -3.510 -0.08 -0.04 0.07
O 1.805 0.001 -3.556 0.04 0.08 -0.05
C 1.734 -2.611 -4.023 -0.05 -0.19 0.03
C 2.150 -3.691 -3.029 0.03 0.05 0.04
C 2.159 -3.011 -1.652 -0.01 0.01 -0.06
C 2.901 -1.679 -1.806 -0.07 -0.06 0.23
H 1.983 -2.834 -5.058 0.03 0.08 -0.02
H 0.675 -2.369 -3.934 0.00 0.03 0.00
H 1.469 -4.540 -3.058 0.00 -0.01 0.00
H 3.151 -4.054 -3.273 0.00 0.00 -0.02
H 1.133 -2.822 -1.331 0.00 0.03 -0.01
H 2.632 -3.635 -0.895 0.00 0.00 0.00
H 2.503 -0.902 -1.157 0.01 0.03 -0.04
H 3.973 -1.783 -1.653 0.02 0.01 -0.09

=====

9
Properties=species:S:1:pos:R:3:forces:R:3 method="wB97M-V/def2-TZVPD" smiles="FP=S.C=O.F" de_lowest_ev=2.842 charge=0 e_homo_ha=-0.360 orbital_gap_ha=0.32344 energy_ha=-1054.40324
F 2.107 -1.865 1.086 1.26 0.76 -2.16
P 2.789 -1.312 -0.424 -0.38 0.63 2.61
S 3.860 0.263 -0.101 -0.77 -1.37 -0.16
C 0.348 0.889 0.253 1.79 1.98 0.60
O 0.573 -0.132 -0.303 -0.58 -1.23 -1.06
H -0.415 1.630 0.026 -1.07 -0.46 -0.26
H 1.116 1.319 0.923 -0.04 -0.25 0.44
F -1.731 -1.466 -0.781 -0.52 0.27 0.03
H -1.245 -2.231 -0.915 0.30 -0.33 -0.04

=====

25
Properties=species:S:1:pos:R:3:forces:R:3 method="wB97M-V/def2-TZVPD" smiles=CN[C@@H](C)C(C)C.O de_lowest_ev=2.510 charge=0 e_homo_ha=-0.314 orbital_gap_ha=0.34686 energy_ha=-368.70861
C -2.561 -0.521 0.234 -1.10 -0.78 0.62
N -1.200 -0.339 -0.199 1.12 0.94 0.70
C -0.173 -0.079 0.822 2.31 0.98 -2.29
C 0.398 -1.394 1.428 -1.32 1.16 3.17
C 0.994 0.572 -0.006 0.95 2.12 -0.78
C 2.039 1.365 0.910 -0.79 -4.59 -0.13
C 1.682 -0.351 -1.029 0.78 0.05 2.44
H -2.670 -1.725 0.358 -0.96 2.99 0.14
H -3.132 -0.030 -0.581 -0.47 -1.28 0.30
H -2.923 0.175 1.146 1.41 -2.05 -1.55
H -0.879 -1.083 -0.831 -0.42 0.46 0.53
H -0.423 0.865 1.416 -0.43 -2.12 0.13
H 0.783 -2.096 0.702 -0.10 0.09 -0.12
H 1.142 -1.219 2.277 -0.61 -0.10 -1.37
H -0.460 -1.836 1.974 0.44 -0.30 -0.36
H 0.597 1.430 -0.547 -0.79 -0.15 -0.23
H 1.432 1.596 1.728 -0.53 0.63 1.80
H 2.813 0.626 1.246 -0.26 0.98 -0.15
H 2.413 2.254 0.538 0.95 1.42 -1.21
H 2.663 0.002 -1.217 0.91 1.13 -0.68
H 1.234 -0.550 -1.996 -0.48 -0.59 0.37
H 2.023 -1.133 -0.320 -0.61 -0.87 -1.38
O -2.301 1.112 -2.626 -2.12 0.02 -1.13
H -1.639 1.097 -1.984 1.79 -0.28 2.04
H -1.852 1.261 -3.443 0.34 0.17 -0.86

=====

14
Properties=species:S:1:pos:R:3:forces:R:3 method="wB97M-V/def2-TZVPD" de_lowest_ev=5.173 charge=+1 e_homo_ha="-0.485 / -0.489" orbital_gap_ha="0.15974 / 0.27326" energy_ha=-701.03464
C -0.509 1.191 0.654 0.23 -0.49 0.43
C 0.179 -0.939 0.063 1.36 -3.48 -1.71
C -1.523 2.215 0.645 0.54 -0.73 2.22
N -0.734 0.029 0.164 -1.03 1.85 0.68
N -0.261 -2.196 -0.067 -2.97 3.62 2.30
O 1.385 -0.632 -0.096 -0.33 0.36 0.15
S 3.582 -1.429 -2.536 -0.52 1.22 -3.28
H 0.429 1.432 1.107 0.76 0.01 0.26
H -1.134 2.982 0.090 0.98 2.28 -1.66
H -2.338 1.805 0.173 -2.42 -0.40 -0.68
H -1.656 2.659 1.650 -0.24 -0.47 -0.38
H 3.669 -1.838 -1.371 0.42 -1.24 3.47
H -1.256 -2.387 0.040 0.23 0.57 0.09
H 0.168 -2.891 -0.514 3.00 -3.11 -1.88

=====

19
Properties=species:S:1:pos:R:3:forces:R:3 method="wB97M-V/def2-TZVPD" charge=+1 e_homo_ha=-0.418 orbital_gap_ha=0.14798 energy_ha=-1671.10139
C -1.849 -1.664 -1.240 0.04 0.30 -0.32
P -0.095 -1.299 -0.944 0.23 0.14 0.18
C 0.619 -1.209 -2.612 -0.18 0.15 -0.08
In 0.112 0.915 0.264 -0.33 -0.37 0.70
P 1.087 0.917 2.594 1.14 0.56 -0.52
O 0.550 2.258 3.272 -0.40 0.18 0.15
O 0.363 -0.221 3.441 -0.38 -0.34 0.06
S 3.002 0.831 2.559 -0.10 -0.14 -0.11
H -2.005 -2.742 -1.216 -0.04 -0.08 0.09
H -2.134 -1.298 -2.225 -0.14 -0.02 -0.04
H -2.468 -1.177 -0.493 -0.08 -0.16 0.15
H 0.938 -2.195 -2.946 0.07 -0.06 -0.01
H -0.138 -0.842 -3.305 0.01 0.01 -0.12
H 1.460 -0.522 -2.619 0.21 -0.14 -0.01
H -1.501 1.645 0.267 0.06 0.16 -0.35
H 1.185 1.861 -0.893 0.05 0.09 -0.33
H -0.278 2.124 3.754 -0.05 0.12 0.11
H 1.015 -0.873 3.733 -0.02 -0.11 0.12
Cd 0.139 3.491 -1.390 -0.06 -0.27 0.32

=====

104
Properties=species:S:1:pos:R:3:forces:R:3 method="wB97M-V/def2-TZVPD" charge=-1 e_homo_ha=-0.209 orbital_gap_ha=0.22130 energy_ha=-4130.07831
C 4.362 -1.179 -1.695 -0.40 0.75 -0.46
C 4.798 0.282 -2.296 0.63 0.45 0.25
C 4.446 1.555 -1.270 -1.09 -2.35 0.10
F 5.175 1.474 0.024 -1.22 0.31 -2.88
S 4.836 3.113 -2.268 4.66 3.95 -0.51
O 5.013 4.389 -1.411 -1.52 -4.29 -2.13
O 6.238 2.839 -2.939 -5.04 -0.03 1.57
N 3.664 3.237 -3.556 -1.31 -0.77 2.47
S 2.082 3.703 -2.974 1.74 6.67 4.06
O 2.034 3.788 -1.399 -0.31 -1.84 -4.97
O 1.876 5.195 -3.447 -0.07 -4.98 0.07
C 0.653 2.733 -3.699 -0.49 -1.73 -1.59
C 0.548 1.172 -3.212 -0.63 -0.36 0.53
C 0.341 0.955 -1.601 0.04 -1.25 4.47
C -0.468 1.940 -0.571 1.70 -3.08 1.39
C -0.550 1.606 1.066 2.12 -2.71 -2.72
C 0.198 0.245 1.680 -0.26 1.19 -4.03
C 0.976 -0.795 0.662 -1.95 3.88 -1.50
C 1.023 -0.411 -0.933 -1.59 2.05 2.02
H 5.300 -1.836 -1.456 -1.84 1.22 -0.58
H 3.766 -1.017 -0.699 1.02 -0.52 -2.04
H 3.682 -1.692 -2.530 1.58 0.91 2.15
H 4.244 0.567 -3.314 1.17 -0.69 2.32
H 5.949 0.238 -2.521 -2.30 0.54 0.42
H 3.283 1.477 -1.011 2.59 0.63 -0.43
H -0.380 3.271 -3.538 2.45 -0.66 0.15
H 0.816 2.701 -4.882 -0.11 0.23 2.69
H 1.488 0.543 -3.577 -1.93 1.46 0.92
H -0.424 0.717 -3.735 2.26 1.08 1.05
H -0.986 2.913 -0.975 1.24 -2.11 0.92
H -1.138 2.349 1.792 1.54 -1.86 -1.84
H 0.142 0.068 2.840 0.17 0.28 -2.96
H 1.513 -1.775 1.076 -1.31 2.47 -1.06
H 1.574 -1.146 -1.662 -1.22 1.71 1.64
C 2.369 -0.566 6.087 -0.23 0.24 0.39
N 1.444 -1.113 5.058 -0.13 -0.59 -0.23
O 1.590 -2.299 4.740 -0.58 1.72 0.18
O 0.598 -0.337 4.598 0.90 -1.25 0.93
H 3.055 -1.355 6.401 -0.26 0.20 -0.25
H 2.915 0.263 5.632 -0.75 -0.35 0.27
H 1.761 -0.226 6.929 0.07 -0.06 -0.40
C -1.822 -1.640 7.382 -0.32 -0.11 0.08
N -0.723 -1.807 8.371 0.44 -0.25 0.74
O -0.949 -2.522 9.353 0.65 1.12 -1.32
O 0.336 -1.214 8.132 -1.42 -0.97 0.71
H -2.689 -2.213 7.718 0.46 0.18 -0.07
H -2.060 -0.575 7.331 0.21 -0.15 -0.09
H -1.461 -2.013 6.422 -0.02 0.17 0.14
C -3.356 3.279 -5.731 -0.05 0.26 -0.24
N -2.290 2.346 -5.275 0.90 -0.61 0.04
O -1.250 2.306 -5.941 -1.64 -0.17 1.03
O -2.528 1.681 -4.260 0.35 0.85 -1.39
H -3.012 3.796 -6.629 0.04 -0.19 0.25
H -4.246 2.683 -5.945 0.15 0.09 0.19
H -3.540 3.990 -4.923 -0.03 -0.23 -0.08
C 2.261 5.729 -6.563 0.27 -0.08 0.17
N 1.337 5.181 -7.592 -0.32 -0.14 -0.41
O 1.482 3.995 -7.910 -0.48 1.48 0.04
O 0.491 5.958 -8.052 0.92 -1.32 0.38
H 2.948 4.940 -6.249 -0.26 0.16 -0.01
H 2.807 6.558 -7.018 -0.20 -0.05 0.03
H 1.653 6.068 -5.721 0.18 -0.09 -0.08
C -5.627 -5.135 7.240 0.01 -0.10 0.05
N -4.302 -4.534 6.931 0.94 -0.13 -0.01
O -3.330 -5.297 6.890 -1.23 1.45 -0.05
O -4.275 -3.313 6.738 0.03 -1.61 0.12
H -5.502 -6.210 7.386 0.08 0.30 -0.10
H -5.999 -4.663 8.152 0.06 0.04 -0.22
H -6.286 -4.935 6.393 0.41 0.04 0.48
C -9.353 -5.798 3.690 -0.10 -0.16 -0.28
N -8.289 -6.283 4.610 0.51 -0.84 0.27
O -7.958 -7.471 4.516 -0.25 1.91 0.44
O -7.816 -5.458 5.400 -0.89 -1.29 -1.17
H -9.676 -6.626 3.055 0.19 0.13 0.25
H -10.181 -5.439 4.305 0.27 0.12 -0.12
H -8.927 -4.993 3.088 -0.19 -0.12 0.31
C 4.860 4.490 -9.699 -0.12 -0.16 -0.28
N 4.993 5.752 -8.923 0.26 0.79 0.78
O 4.594 6.792 -9.461 0.51 -1.17 0.85
O 5.494 5.664 -7.796 -0.83 0.31 -1.80
H 4.405 4.716 -10.666 0.10 0.07 0.30
H 5.862 4.077 -9.831 -0.19 0.04 0.18
H 4.224 3.814 -9.123 0.20 0.09 0.00
C 6.577 0.645 3.890 0.10 0.35 -0.03
N 5.533 -0.324 4.319 -0.30 -0.82 -0.11
O 4.671 0.084 5.107 1.96 -0.77 -1.30
O 5.608 -1.467 3.853 -0.35 1.83 0.98
H 6.388 1.605 4.375 -0.07 -0.31 -0.10
H 7.545 0.243 4.195 -0.20 -0.04 -0.17
H 6.510 0.742 2.805 0.05 -0.11 0.15
C 1.037 -5.037 -0.703 -0.15 -0.29 0.08
N 2.363 -4.436 -1.012 1.00 0.46 -0.24
O 3.335 -5.199 -1.053 -1.22 1.21 0.01
O 2.390 -3.215 -1.205 0.02 -2.26 0.37
H 1.162 -6.112 -0.557 0.10 0.30 -0.06
H 0.666 -4.565 0.209 0.02 0.05 -0.25
H 0.379 -4.837 -1.551 0.11 0.12 0.22
C -8.956 -1.013 1.713 0.09 0.29 0.22
N -9.469 -2.409 1.758 -0.34 -0.84 -0.19
O -9.749 -2.874 2.869 0.25 0.44 -1.57
O -9.575 -2.999 0.676 0.09 0.68 1.79
H -8.914 -0.619 2.731 -0.05 -0.23 -0.23
H -7.959 -1.042 1.270 -0.25 -0.01 -0.05
H -9.646 -0.428 1.102 0.20 -0.18 -0.01

=====

Results for F_max: 0.408; 2.734; 4.661; 5.221; 1.369; 8.004 (in eV Å⁻¹, following the order of the records).